(1)
Below is a structure of composition C3H3CrLiO3, with properties calculated with ωB97M-V/def2-TZVPD.

Gap between HOMO and LUMO (alpha / beta) in eV: 6.89 / 8.21
Spin multiplicity: 5
HOMO energy (alpha / beta) in eV: -18.1 / -18.2
Charge: +2
<S²>: 6.0168

CARTESIAN COORDINATES (ANGSTROEM)
C 1.085 -1.812 -1.638
C 1.917 -1.820 -0.424
O 2.423 -1.227 -1.608
C 0.056 -0.520 -2.408
O 0.591 0.520 -2.771
O -1.087 -0.789 -2.065
Li -1.757 -2.149 -0.960
H 1.130 -2.676 -2.310
H 2.545 -2.673 -0.153
H 1.785 -1.068 0.359
Cr 2.809 0.587 -2.375



(2)
Below is an isolated molecule of C6H15N, with properties calculated with ωB97M-V/def2-TZVPD.

Gap between HOMO and LUMO in eV: 10.07
HOMO energy in eV: -8.9
Structure (SMILES): CCNCC(C)C

CARTESIAN COORDINATES (ANGSTROEM)
C -2.453 -1.422 0.335
C -2.140 0.002 0.870
N -1.113 0.791 0.206
C 0.299 0.297 0.568
C 1.326 0.644 -0.458
C 1.340 -0.493 -1.657
C 2.616 0.613 0.220
H -1.434 -2.032 0.384
H -2.680 -1.501 -0.740
H -3.168 -2.076 0.930
H -3.060 0.560 1.018
H -1.718 -0.276 1.957
H -1.165 0.614 -0.848
H 0.660 0.795 1.433
H 0.210 -0.827 0.696
H 1.078 1.547 -0.944
H 1.909 -1.429 -1.285
H 0.354 -0.709 -2.168
H 2.087 -0.128 -2.395
H 3.433 0.684 -0.436
H 2.715 -0.192 0.991
H 2.644 1.578 0.696



Maximum force values (in eV/A) by entry order: 6.0, 5.4.
M values (in g mol⁻¹) by entry order: 146.0, 101.2.
ΔE to the lowest compared entry with this formula, charge and spin values (in kJ/mol) by entry order: 0.0, 189.3.